(1)
ORCA calculation (ωB97M-V/def2-TZVPD) on a molecular structure, C28H26GeMoN2O2S5 in a non-equilibrium geometry.

Properties
Energy relative to the best compared isomer or geometry (same formula, charge and spin): 12.83 kcal per mole
Charge: +2
HOMO-LUMO gap: 4.79 eV

XYZ file:
```
65
C28H26GeMoN2O2S5 | OMol25 | ωB97M-V/def2-TZVPD
Mo 0.2524 -0.5993 -0.7769
C 4.3872 -0.2612 0.0321
C 2.9644 -0.2536 0.4624
O 2.0870 -0.3830 -0.5508
C 2.5327 -0.1460 1.7338
C 1.1634 -0.1681 2.1711
C 0.8755 -0.0110 3.6311
N 0.1750 -0.3162 1.3329
N -1.1078 -0.2776 1.8815
C -2.0187 -0.2279 0.9587
O -1.6865 -0.1874 -0.3169
C -3.4371 -0.1007 1.3180
C -3.8270 -0.0841 2.6580
C -5.1654 0.0476 2.9785
C -6.1165 0.1612 1.9706
C -5.7315 0.1416 0.6375
C -4.3921 0.0096 0.3087
H 4.6202 -1.1915 -0.4889
H 5.0450 -0.1584 0.8912
H 4.5773 0.5553 -0.6666
H 3.2831 -0.0457 2.5038
H 1.7970 0.0908 4.1969
H 0.3083 -0.8651 4.0004
H 0.2475 0.8661 3.7917
H -3.0792 -0.1750 3.4334
H -5.4710 0.0620 4.0158
H -7.1625 0.2643 2.2266
H -6.4746 0.2282 -0.1433
H -4.0837 -0.0090 -0.7278
Ge -0.2338 2.0584 -0.4063
C 0.1444 1.5517 -2.2642
C 0.6521 2.6308 -3.0065
C 0.7635 2.5435 -4.3861
C 0.4415 1.3676 -5.0543
C 0.0241 0.2559 -4.3361
C -0.1051 0.3718 -2.9592
C 1.1707 2.9437 0.4850
C 2.4774 2.9281 -0.0190
C 3.4879 3.5641 0.6784
C 3.2022 4.1936 1.8870
C 1.9117 4.2006 2.3991
C 0.8893 3.5800 1.6987
H -1.6485 2.3656 0.0426
H 0.9105 3.5603 -2.5125
H 1.1045 3.4057 -4.9432
H 0.5360 1.3096 -6.1300
H -0.1732 -0.6864 -4.8284
H -0.5154 -0.6113 -2.5783
H 2.6966 2.4295 -0.9566
H 4.4967 3.5754 0.2876
H 3.9956 4.6894 2.4307
H 1.7012 4.7010 3.3345
H -0.1218 3.6020 2.0901
C -1.1685 -5.6163 0.9510
S -1.2236 -6.1504 -0.7711
C -0.2499 -5.0727 -1.6765
C 0.1379 -3.7440 -1.4677
S -0.3542 -2.7586 -0.1731
S 1.1291 -3.0603 -2.7183
C 1.0108 -4.3689 -3.8835
S 1.6219 -4.3005 -5.3656
S 0.2283 -5.7647 -3.1942
H -1.5187 -6.4902 1.4984
H -1.8351 -4.7806 1.1345
H -0.1485 -5.3891 1.2493
```

=====

(2)
ORCA calculation (ωB97M-V/def2-TZVPD) on a molecular structure, C10H5CaF7NO5P in a non-equilibrium geometry.

Properties
Charge: +2
HOMO-LUMO gap: 5.79 eV

XYZ file:
```
30
C10H5CaF7NO5P | OMol25 | ωB97M-V/def2-TZVPD
C -0.7213 -3.7039 -1.7382
C -0.5398 -2.2231 -1.1342
C 0.7828 -1.7814 -0.7125
O 1.8694 -2.7190 -0.9115
N 2.6494 -2.1763 -1.9612
O 2.0894 -2.2774 -2.9913
C 1.0483 -0.2808 -0.0778
O 2.3081 -0.0752 0.1974
C -0.1321 0.7824 0.1072
C -0.0368 2.2371 0.7161
F -0.9126 2.4302 1.8328
F -0.3558 3.1462 -0.3498
C 1.4050 2.6855 1.2344
F 2.3863 2.7780 0.2043
F 1.2413 4.0405 1.6715
C 1.9226 1.8846 2.5354
F 1.1238 0.7457 2.8790
F 1.8755 2.7475 3.6612
F 3.2690 1.4589 2.4247
C -1.4485 0.3407 -0.3469
P -3.0186 1.4270 -0.2974
O -3.5515 1.3695 1.1528
C -1.7141 -1.1574 -0.9560
O -2.8681 -1.5052 -1.3139
H -0.1333 -4.4129 -1.0501
H -1.8307 -3.9682 -1.7674
H -0.2462 -3.6934 -2.7774
H -2.8137 2.7490 -0.8087
H -4.0301 0.8084 -1.1307
Ca 0.3821 -1.6568 1.7080
```

=====

(3)
ORCA calculation (ωB97M-V/def2-TZVPD) on 2 unconnected molecules or ions with the total composition C2H5NO in a non-equilibrium geometry.

Properties
Energy relative to the best compared isomer or geometry (same formula, charge and spin): 65.69 kcal per mole
Charge: 0
SMILES string: C=N.C=O
HOMO-LUMO gap: 10.47 eV

XYZ file:
```
9
C2H5NO | OMol25 | ωB97M-V/def2-TZVPD
C 1.8984 -0.4802 0.4406
N 0.6807 -0.7369 0.2385
H 2.6529 -0.3308 -0.3410
H 2.1717 -0.1481 1.4439
H 0.4076 -1.3707 -0.5050
C -1.9485 0.7493 -0.2958
O -2.2141 0.6242 -1.4621
H -1.6706 -0.0805 0.3627
H -1.9782 1.7736 0.1181
```

=====

(4)
ORCA calculation (ωB97M-V/def2-TZVPD) on 5 unconnected molecules or ions with the total composition C6H22N2O4 in a non-equilibrium geometry.

Properties
Energy relative to the best compared isomer or geometry (same formula, charge and spin): 62.61 kcal per mole
Charge: 0
SMILES string: C=CCCCNCN.O.O.O.O
HOMO-LUMO gap: 9.11 eV

XYZ file:
```
34
C6H22N2O4 | OMol25 | ωB97M-V/def2-TZVPD
C 1.1100 -2.3752 1.8386
C 0.3994 -1.3652 2.3324
C 0.9333 -0.0869 2.9337
C 0.6928 1.1957 2.1602
C -0.0647 1.1619 0.8271
N 0.8344 1.3597 -0.3392
C 1.2152 0.1190 -1.1077
N 2.5513 -0.3301 -0.7668
H 2.1479 -2.5740 1.6193
H 0.4737 -3.1963 1.5089
H -0.6754 -1.4470 2.4020
H 2.0144 -0.1810 3.0081
H 0.4590 -0.1175 3.9175
H 1.4174 2.0279 2.0691
H 0.0974 1.9124 2.7216
H -0.7865 0.3777 0.5569
H -0.7417 2.0398 0.9454
H 1.6369 1.9164 -0.0626
H 1.0481 0.3341 -2.1494
H 0.3871 -0.5309 -0.8332
H 3.1558 0.4392 -1.0386
H 2.6382 -0.5268 0.2196
O -1.4626 -0.4429 -2.9210
H -1.7791 0.3598 -3.3723
H -1.1647 -0.8446 -3.7528
O -0.6809 -2.6843 -0.9619
H 0.2833 -2.5991 -1.0363
H -0.9812 -1.8766 -1.3957
O -1.2080 2.5059 -2.0432
H -0.6162 1.8748 -1.5887
H -0.9898 3.3880 -1.7421
O -3.1191 0.5032 0.0104
H -3.1828 -0.0374 -0.7757
H -2.7730 1.3769 -0.2440
```

=====

(5)
ORCA calculation (ωB97M-V/def2-TZVPD) on 9 unconnected molecules or ions with the total composition C40H63BClNO34PS in a non-equilibrium geometry.

Properties
Charge: -1
HOMO-LUMO gap: 7.12 eV

XYZ file:
```
142
C40H63BClNO34PS | OMol25 | ωB97M-V/def2-TZVPD
C -0.3612 -4.1214 0.5415
C -1.6505 -3.8420 -0.4430
O -1.5105 -2.6572 -1.3105
C -0.7574 -3.0094 -2.5566
C -1.6202 -2.4322 -3.8392
O -1.0143 -1.2583 -4.4977
C -0.9563 -0.0973 -3.5957
C -1.5613 1.2959 -4.2259
O -2.4121 1.9057 -3.1920
C -1.8109 3.1167 -2.6124
C -1.6755 2.8930 -0.9563
C -3.2015 3.2742 -0.3850
C -4.2338 1.9763 -0.4272
C -4.6153 1.4127 1.0990
Cl -4.3835 -0.4572 1.2350
O -1.3356 1.4718 -0.8064
S -0.5439 1.1098 0.6465
O -1.1354 -0.1388 1.4076
O 0.9188 0.6869 0.2680
C -0.6444 2.5406 1.8480
C -0.0418 2.2503 3.3425
O -0.1656 3.1809 4.3162
O 0.6724 0.9918 3.6201
C -0.0503 3.8523 1.0796
B 1.5776 4.0313 1.0960
O 2.5811 3.1925 1.7675
O 2.1240 5.1735 0.2805
C 2.9290 6.0569 1.1386
C -0.5302 3.9571 -0.4812
P -1.3375 5.7251 -0.6912
N -0.2986 6.9245 -0.3726
H 0.6308 -4.4134 -0.0520
H -0.5700 -5.0587 1.2497
H -0.1476 -3.2220 1.2680
H -1.8919 -4.8299 -1.0592
H -2.5861 -3.6941 0.2799
H 0.2683 -2.4116 -2.4947
H -0.5985 -4.1671 -2.6840
H -2.7285 -2.1421 -3.5095
H -1.6938 -3.3008 -4.6239
H 0.1192 0.1061 -3.1373
H -1.6428 -0.3605 -2.6562
H -0.7599 2.0083 -4.6953
H -2.2680 0.9641 -5.1288
H -2.4627 4.0450 -2.8950
H -0.7150 3.3458 -2.9750
H -3.1630 3.8036 0.6740
H -3.7017 4.0841 -1.1058
H -3.8972 1.1255 -1.1579
H -5.2728 2.3770 -0.8572
H -5.7833 1.5732 1.2741
H -4.0771 2.0036 1.9533
H -1.8095 2.7486 2.0105
H -0.4974 4.8036 1.6467
H 2.3074 2.2327 1.8425
H 2.9750 5.7237 2.2686
H 2.5658 7.1856 1.1510
H 4.0595 6.0683 0.7594
H 0.4100 3.8534 -1.1785
H -2.4675 5.9024 0.2207
H -1.8290 5.9420 -2.0393
H -0.2529 7.4930 -1.2716
C 3.9137 1.8731 -2.2166
C 3.1978 0.5615 -2.2315
O 2.2603 0.7144 -3.2802
C 2.7504 1.6783 -4.1134
O 2.2835 1.9449 -5.2082
O 3.8314 2.3038 -3.5622
H 4.9570 1.7745 -1.9043
H 3.4192 2.6123 -1.5779
H 3.8627 -0.2751 -2.4706
H 2.6909 0.3534 -1.2852
C 2.4006 -2.7360 4.1048
C 3.1315 -1.6976 3.3171
O 3.4839 -2.3792 2.1282
C 2.5999 -3.4095 1.9845
O 2.5040 -4.1002 0.9838
O 1.8371 -3.5653 3.1058
H 1.6193 -2.3056 4.7373
H 3.0711 -3.3379 4.7270
H 2.4960 -0.8436 3.0601
H 4.0234 -1.3339 3.8347
C 3.6395 9.9021 -2.1192
C 2.3578 10.6509 -2.2908
O 1.5617 9.7632 -3.0525
C 2.0490 8.5067 -2.8346
O 1.4981 7.4815 -3.1996
O 3.2319 8.5473 -2.1546
H 4.1335 10.1337 -1.1716
H 4.3419 10.0814 -2.9400
H 1.8565 10.8458 -1.3369
H 2.4968 11.5981 -2.8193
C -5.3932 -3.3822 2.9142
C -5.3894 -4.7002 3.6184
O -5.0304 -5.6130 2.5986
C -4.3540 -4.9020 1.6496
O -3.7530 -5.4013 0.7131
O -4.4372 -3.5601 1.8859
H -5.1059 -2.5576 3.5723
H -6.3629 -3.1537 2.4597
H -4.6392 -4.7465 4.4148
H -6.3679 -4.9512 4.0369
C -9.3570 1.9120 -0.5481
C -8.4077 2.9279 -1.0956
O -7.9813 3.6293 0.0569
C -8.1603 2.7919 1.1200
O -7.7415 3.0078 2.2450
O -8.8679 1.6815 0.7598
H -9.3580 0.9865 -1.1304
H -10.3821 2.2912 -0.4804
H -7.5355 2.4700 -1.5740
H -8.8881 3.6057 -1.8066
C 0.3389 -8.6055 3.7967
C 0.6034 -7.5775 2.7449
O -0.6673 -6.9910 2.5363
C -1.3923 -7.1995 3.6740
O -2.4720 -6.6822 3.9072
O -0.7513 -8.0612 4.5166
H 1.1991 -8.7598 4.4538
H 0.0369 -9.5691 3.3732
H 1.2994 -6.8027 3.0833
H 0.9842 -8.0177 1.8192
C 4.1018 -4.6278 -1.7817
C 4.8327 -3.5894 -2.5694
O 5.1851 -4.2710 -3.7583
C 4.3012 -5.3013 -3.9020
O 4.2053 -5.9920 -4.9027
O 3.5384 -5.4571 -2.7807
H 3.3206 -4.1974 -1.1492
H 4.7724 -5.2297 -1.1595
H 4.1972 -2.7354 -2.8264
H 5.7246 -3.2258 -2.0518
C 7.7150 -3.2392 2.6666
C 6.9990 -4.5508 2.6517
O 6.0615 -4.3979 1.6030
C 6.5517 -3.4339 0.7698
O 6.0847 -3.1674 -0.3250
O 7.6326 -2.8084 1.3210
H 8.7582 -3.3378 2.9789
H 7.2204 -2.4999 3.3053
H 7.6639 -5.3874 2.4126
H 6.4921 -4.7588 3.5980
```

=====

(6)
ORCA calculation (ωB97M-V/def2-TZVPD) on 2 unconnected molecules or ions with the total composition C2H4F2Si in a non-equilibrium geometry.

Properties
Energy relative to the best compared isomer or geometry (same formula, charge and spin): 181.57 kcal per mole
Charge: 0
SMILES string: FC(F)=C=[SiH2].[H][H]
HOMO-LUMO gap (spin up / spin down): 8.03 / 8.03 eV

XYZ file:
```
9
C2H4F2Si | OMol25 | ωB97M-V/def2-TZVPD
F -1.6865 0.5806 0.0000
C -0.4080 1.1106 0.3080
F -0.5697 2.4240 0.1300
C 0.4362 0.2536 0.9844
Si 0.0713 -1.4525 1.1372
H 0.2629 -2.4314 2.2027
H 0.4566 -2.0864 -0.1323
H 0.7996 0.5984 -2.0265
H 0.6375 1.0030 -2.6036
```